Entry 1:
C30H24GeN3O6Pd | ωB97M-V/def2-TZVPD

CARTESIAN COORDINATES (ANGSTROEM)
Pd: 0.1046 -0.2876 -0.4088
O: -3.4888 -0.2625 4.6028
C: -2.7244 -0.2210 3.5194
C: -3.2156 -0.1555 2.2164
C: -2.3110 -0.1232 1.1734
N: -0.9994 -0.1455 1.3834
C: -0.5174 -0.2066 2.6289
C: -1.3342 -0.2472 3.7288
C: 0.9796 -0.2313 2.6708
O: 1.5184 -0.2774 3.8622
O: 1.7042 -0.2091 1.6925
C: -2.7733 -0.0516 -0.2819
O: -3.9474 0.0602 -0.5164
O: -1.8211 -0.1285 -1.1784
H: -4.4315 -0.2349 4.3889
H: -4.2734 -0.1262 1.9856
H: -0.9459 -0.2969 4.7375
N: 1.4876 -7.3687 0.0816
C: 0.4101 -6.7142 -0.3977
O: -0.5444 -7.2649 -0.8976
C: 0.4243 -5.1956 -0.3235
C: -0.7168 -4.5508 -0.7822
C: -0.7761 -3.1729 -0.7544
N: 0.2431 -2.4351 -0.2981
C: 1.3494 -3.0425 0.1384
C: 1.4754 -4.4183 0.1481
H: 1.4706 -8.3755 0.0499
H: 2.2561 -6.9207 0.5426
H: -1.5417 -5.1410 -1.1564
H: -1.6379 -2.6311 -1.1227
H: 2.1437 -2.4007 0.4996
H: 2.3978 -4.8435 0.5175
C: 3.9088 0.6074 -1.4770
Ge: 2.0228 0.5885 -1.9509
C: 1.3854 -0.9528 -2.9386
C: 0.1183 -0.9256 -3.5372
C: -0.3713 -2.0473 -4.1878
C: 0.3917 -3.2065 -4.2345
C: 1.6488 -3.2485 -3.6336
C: 2.1381 -2.1351 -2.9762
C: 1.4814 2.2528 -2.8928
C: 0.5751 3.1271 -2.2753
C: 0.1989 4.3235 -2.8578
C: 0.7265 4.6912 -4.0981
C: 1.6188 3.8423 -4.7660
C: 2.1289 4.1915 -6.0310
C: 2.9875 3.3337 -6.7221
C: 3.3377 2.1228 -6.1584
C: 2.8474 1.7603 -4.8979
C: 1.9946 2.6050 -4.1691
H: 4.5041 0.9256 -2.3340
H: 4.2350 -0.3855 -1.1717
H: 4.0880 1.2976 -0.6551
H: -0.4972 -0.0341 -3.4835
H: -1.3498 -2.0192 -4.6481
H: 0.0089 -4.0838 -4.7393
H: 2.2416 -4.1523 -3.6863
H: 3.1123 -2.1829 -2.5023
H: 0.1568 2.8630 -1.3108
H: -0.5010 4.9781 -2.3566
H: 0.4394 5.6311 -4.5530
H: 1.8440 5.1394 -6.4710
H: 3.3670 3.6190 -7.6933
H: 3.9920 1.4435 -6.6875
H: 3.1251 0.7926 -4.4966

Lowest unoccupied orbital energy (alpha / beta) (eV): -6.3 / -9.3
HOMO energy (alpha / beta) (eV): -13.33 / -14.60
Frontier orbital gap (alpha / beta) (eV): 7.02 / 5.35
Electronic energy (Ha): -3977.476014
Total charge: +2
2S+1: 6
<S²>: 8.7944

These are the natural (NBO) partial charges, in e, on atoms 1 to 4: Pd 1.134; O -0.606; C 0.386; C -0.261

***

Entry 2:
C30H24N5O2Ta | ωB97M-V/def2-TZVPD

CARTESIAN COORDINATES (ANGSTROEM)
Ta: 0.8515 -12.6014 12.5402
C: -0.6580 -12.3229 16.8941
C: 0.0252 -12.8199 15.8044
N: 0.2778 -12.0688 14.6667
C: -0.2119 -10.7456 14.6765
C: -1.0463 -10.2577 15.7193
C: -1.2423 -11.0464 16.8596
C: -1.6477 -8.9769 15.5285
C: -1.3704 -8.2538 14.3778
C: -0.4629 -8.7074 13.3966
C: 0.1589 -9.9547 13.5921
N: 1.1021 -10.5613 12.7302
C: 2.0327 -9.9102 11.8996
C: 2.2851 -8.5424 11.8771
C: 3.2784 -8.0689 10.9981
C: 4.0682 -8.9175 10.2327
C: 3.8811 -10.3232 10.3194
C: 4.7137 -11.2583 9.6673
C: 4.4835 -12.6261 9.8734
C: 3.4450 -13.0578 10.6703
N: 2.5763 -12.1613 11.2897
C: 2.8262 -10.7883 11.1403
H: -0.7658 -12.9893 17.7452
H: 0.4676 -13.8125 15.8361
H: -1.8196 -10.6491 17.6970
H: -2.3037 -8.5788 16.3040
H: -1.8702 -7.2932 14.2313
H: -0.2453 -8.1304 12.5023
H: 1.7342 -7.8908 12.5489
H: 3.4377 -6.9974 10.9239
H: 4.8593 -8.5148 9.6014
H: 5.5256 -10.8834 9.0511
H: 5.1275 -13.3914 9.4534
H: 3.2447 -14.1148 10.8198
C: -2.3527 -11.7321 9.9124
C: -1.8204 -12.4612 11.0548
O: -0.4489 -12.2359 11.2391
C: -2.4966 -13.3300 11.8496
C: -1.8852 -14.2592 12.7073
C: -2.6951 -15.3825 13.2764
N: -0.5313 -14.2121 12.9246
N: 0.0105 -15.3370 13.5588
C: 1.3167 -15.2392 13.5494
O: 1.9509 -14.1081 13.1211
C: 2.1934 -16.2817 13.9822
C: 3.5635 -16.1677 13.8085
C: 4.3995 -17.2244 14.1781
C: 3.8640 -18.3958 14.7118
C: 2.4858 -18.5080 14.8900
C: 1.6396 -17.4601 14.5308
H: -1.8473 -12.0328 8.9945
H: -2.2219 -10.6578 10.0560
H: -3.4122 -12.0065 9.8792
H: -3.5712 -13.3544 11.6704
H: -3.7235 -15.0358 13.3898
H: -2.2686 -15.6714 14.2415
H: -2.6795 -16.2405 12.5971
H: 3.9946 -15.2610 13.4011
H: 5.4727 -17.1097 14.0642
H: 4.5169 -19.2196 14.9970
H: 2.0726 -19.4104 15.3248
H: 0.5594 -17.5386 14.6585

Energy relative to the best compared isomer or geometry (same formula, charge and spin) (kcal per mole): 0.0
Lowest unoccupied orbital energy (eV): -6.9
HOMO energy (eV): -13.41
Frontier orbital gap (eV): 6.46
Electronic energy (Ha): -1638.528055
Total charge: +2

These are the natural (NBO) partial charges, in e, on atoms 1 to 4: Ta 2.566; C -0.272; C 0.117; N -0.564

***

Entry 3:
C30H24N8SSe3TeW | ωB97M-V/def2-TZVPD

CARTESIAN COORDINATES (ANGSTROEM)
W: 0.7435 -0.3487 0.3425
C: -1.0471 0.0880 2.9509
N: 0.1078 -0.7578 2.5376
C: -0.2395 -2.1900 2.7310
C: -0.8963 -2.7734 1.5170
C: -1.7549 -3.8516 1.6473
C: -2.3351 -4.4045 0.5209
C: -2.0598 -3.8239 -0.7077
C: -1.2049 -2.7449 -0.7591
N: -0.5927 -2.2328 0.3224
C: 1.2432 -0.4012 3.4160
C: 1.6682 0.9791 3.0459
C: 2.2252 1.8357 3.9753
C: 2.6091 3.1052 3.5823
C: 2.4236 3.4578 2.2568
C: 1.8674 2.5432 1.3878
N: 1.4584 1.3176 1.7601
C: -2.0567 0.1705 1.8589
C: -3.4153 0.2813 2.1054
C: -4.2833 0.3743 1.0324
C: -3.7556 0.3363 -0.2515
C: -2.3912 0.2260 -0.4060
N: -1.5397 0.1632 0.6292
H: -1.4839 -0.3032 3.8711
H: -0.6841 1.0932 3.1685
H: 0.6840 -2.7370 2.9139
H: -0.8860 -2.3037 3.6032
H: -1.9579 -4.2487 2.6330
H: -2.9991 -5.2545 0.6003
H: -2.5061 -4.1906 -1.6210
H: -1.0049 -2.2647 -1.7036
H: 0.9473 -0.4634 4.4669
H: 2.0590 -1.1018 3.2352
H: 2.3577 1.4986 4.9945
H: 3.0505 3.7955 4.2882
H: 2.7259 4.4255 1.8823
H: 1.7924 2.7805 0.3401
H: -3.7803 0.2898 3.1237
H: -5.3497 0.4632 1.1908
H: -4.3940 0.3850 -1.1222
H: -1.9492 0.1841 -1.3924
S: 0.6054 2.2329 -6.9347
N: 1.0074 0.7892 -6.3526
C: 0.8159 0.8372 -5.0443
C: 1.0516 -0.2526 -4.1197
C: 1.5143 -1.5058 -4.5108
C: 1.6899 -2.4645 -3.5376
C: 1.4082 -2.1603 -2.2154
N: 0.9647 -0.9632 -1.8121
C: 0.7960 -0.0132 -2.7664
C: 0.3311 1.2771 -2.3075
N: 0.1477 1.3938 -0.9769
C: -0.3998 2.5251 -0.5235
C: -0.7288 3.5924 -1.3414
C: -0.4844 3.5044 -2.6967
C: 0.0464 2.3199 -3.1969
C: 0.3184 2.0854 -4.5990
N: 0.1403 2.9582 -5.5771
H: 1.7271 -1.6987 -5.5539
H: 2.0525 -3.4536 -3.7789
H: 1.5609 -2.9029 -1.4478
H: -0.5806 2.5780 0.5402
H: -1.1627 4.4812 -0.9054
H: -0.7072 4.3197 -3.3725
Se: 3.0653 0.4603 -0.6934
Se: 4.5328 0.6906 1.0720
Te: 4.5772 -1.7277 1.8320
Se: 2.3148 -2.2999 0.8527

Energy relative to the best compared isomer or geometry (same formula, charge and spin) (kcal per mole): 0.0
Lowest unoccupied orbital energy (eV): -6.1
HOMO energy (eV): -11.77
Frontier orbital gap (eV): 5.68
Electronic energy (Ha): -9532.941491
Total charge: +2

These are the natural (NBO) partial charges, in e, on atoms 1 to 4: W 0.978; C -0.269; N -0.417; C -0.278